C5H7N2O2 | ωB97M-V/def2-TZVPD

The geometry in ORCA input format:
```
! wB97M-V def2-TZVPD RIJCOSX def2/J DEFGRID3
* xyz -1 3
C -0.1625 -0.7097 0.8954
C 0.9911 -0.5855 0.1558
C -0.9816 0.4528 1.1250
C -0.5780 -1.9838 1.5947
C 0.8912 1.5736 -1.6349
N -0.3621 1.4912 0.4467
N 0.8977 1.2789 -0.2015
O 1.8667 -1.2387 -0.3809
O -1.9891 0.7269 1.7955
H 0.2051 -2.6045 1.8092
H -1.1649 -2.6013 1.0354
H -0.9149 -1.7460 2.5421
H -0.1013 1.1782 -2.1093
H 1.1191 2.5880 -1.6715
H 1.7453 0.9366 -1.8709
H -0.7751 2.3361 0.1169
*
```

## Properties
Energy above the lowest of the compared OMol25 structures with the same formula, charge and spin   48.8 kcal/mol
Electronic energy   -454.54190 a.u.

***

C5H7N2O2 | ωB97M-V/def2-TZVPD

The geometry in ORCA input format:
```
! wB97M-V def2-TZVPD RIJCOSX def2/J DEFGRID3
* xyz 1 1
O 1.1791 1.9216 -0.2828
C 1.5851 0.7039 -0.1455
O 2.7761 0.3851 0.3425
C 2.8853 -1.0234 0.1809
N 1.7993 -1.4559 -0.3293
N 0.9698 -0.4193 -0.4760
C -0.4316 -0.3915 -0.8760
C -1.0189 0.5660 0.1147
C -1.3075 -0.9580 0.1832
H 2.0213 2.3966 -0.3285
H 3.6538 -1.5727 0.5934
H -0.6894 -0.1685 -1.8574
H -1.8282 1.0641 -0.4702
H -0.6153 1.2667 0.8387
H -0.7610 -1.6905 0.7331
H -2.3507 -1.0758 0.1350
*
```

## Properties
Energy above the lowest of the compared OMol25 structures with the same formula, charge and spin   94.5 kcal/mol
Electronic energy   -454.35018 a.u.
Structure (SMILES)   Oc1ocn[n+]1C1CC1

***

C5H7N2O2S | ωB97M-V/def2-TZVPD

The geometry in ORCA input format:
```
! wB97M-V def2-TZVPD RIJCOSX def2/J DEFGRID3
* xyz -1 1
C 0.6346 -0.4120 0.9986
C -0.7806 1.2103 0.1504
C 2.6042 1.1030 0.7860
C -2.1123 1.4001 -0.7028
C -1.2940 -1.2076 0.1130
N 1.5903 0.4460 0.8413
N -0.5251 -0.0199 0.4708
O 4.2164 -1.0661 0.3480
O 2.8690 -0.2981 -1.6000
S 3.8250 0.0271 -0.5167
H 0.6413 -1.2457 1.6862
H -2.6449 2.0558 -0.0209
H -1.7485 2.0589 -1.5554
H -2.6443 0.4931 -0.9546
H -1.2500 -1.3815 -0.9949
H -0.9415 -2.1666 0.6783
H -2.4397 -0.9968 0.2729
*
```

## Properties
Energy above the lowest of the compared OMol25 structures with the same formula, charge and spin   161.3 kcal/mol
Electronic energy   -852.74869 a.u.

***

C5H7N2O3S | ωB97M-V/def2-TZVPD

The geometry in ORCA input format:
```
! wB97M-V def2-TZVPD RIJCOSX def2/J DEFGRID3
* xyz -1 1
C -1.3415 0.8105 -0.7290
C -0.2657 0.2084 0.0397
C 1.2997 0.3255 -0.4518
S 1.5722 0.7502 -2.1169
O 3.0258 0.6617 -2.2684
O 0.7870 -0.2031 -2.9693
O 0.9865 2.0790 -2.1883
N 1.9591 -0.3305 0.5027
C 1.1574 -0.8170 1.4528
N -0.1156 -0.4106 1.2473
C -1.2874 -1.1001 1.8339
H -0.8595 1.3148 -1.5313
H -1.9014 0.0421 -1.1413
H -1.8564 1.4016 -0.1131
H 1.5188 -1.1312 2.4371
H -1.1851 -2.1474 1.6882
H -1.2434 -0.7698 2.9324
H -2.2503 -0.6840 1.3753
*
```

## Properties
Energy above the lowest of the compared OMol25 structures with the same formula, charge and spin   46.7 kcal/mol
Electronic energy   -928.14041 a.u.
Structure (SMILES)   Cc1c(S(=O)(=O)[O-])ncn1C

***

C5H7N2S | ωB97M-V/def2-TZVPD

The geometry in ORCA input format:
```
! wB97M-V def2-TZVPD RIJCOSX def2/J DEFGRID3
* xyz 1 1
C -0.2292 0.8792 0.0206
C 2.0865 -0.0649 0.0551
C -1.5205 1.4279 0.6820
C 0.1111 -1.7116 0.3860
C 1.2108 -1.0961 -0.5025
N -1.0620 1.7595 -0.6891
N -0.1969 -0.6039 -0.5158
S 3.4912 0.5483 0.2107
H -2.3824 0.6674 0.6461
H -1.3393 1.9778 1.5921
H -0.0260 -2.7976 0.2223
H -0.0455 -1.4158 1.4791
H 1.4796 -1.5571 -1.4380
H -0.9275 -0.6756 -1.2259
H -0.6500 2.6624 -0.9230
*
```

## Properties
Energy above the lowest of the compared OMol25 structures with the same formula, charge and spin   159.2 kcal/mol
Electronic energy   -701.91862 a.u.

***

C5H7N2S | ωB97M-V/def2-TZVPD

The geometry in ORCA input format:
```
! wB97M-V def2-TZVPD RIJCOSX def2/J DEFGRID3
* xyz 1 1
C 1.1088 0.8886 -1.7091
C 1.6925 0.8776 -0.4634
C -0.3091 0.6447 -1.7331
C 0.8784 0.4924 0.6396
C -0.9798 0.1161 -0.7437
N -0.4064 0.1136 0.5311
N -1.1828 -0.3606 1.5543
S -0.7444 -2.7296 1.9892
H 1.6543 1.1525 -2.7067
H 2.7887 1.0720 -0.1787
H -0.8361 0.6246 -2.6220
H 1.2808 0.5087 1.5664
H -1.9032 -0.4502 -0.7580
H -0.9424 -0.0714 2.4590
H -2.0994 -2.8789 2.1750
*
```

## Properties
Energy above the lowest of the compared OMol25 structures with the same formula, charge and spin   93.8 kcal/mol
Electronic energy   -702.02275 a.u.

***

C5H7N2S | ωB97M-V/def2-TZVPD

The geometry in ORCA input format:
```
! wB97M-V def2-TZVPD RIJCOSX def2/J DEFGRID3
* xyz 1 3
C -1.0677 0.9513 0.3263
C 1.0317 2.0789 -0.0829
C 1.2432 -0.1684 -0.3371
C -1.0763 -0.3594 0.1811
C -1.6630 -1.6763 0.1593
N -0.2234 2.0577 0.1219
N 1.8918 1.0270 -0.2369
S 2.2024 -1.5712 -0.4117
H -2.0426 1.2899 0.6893
H 1.4003 3.1591 0.0673
H 1.1303 -2.3113 -0.7444
H -1.5577 -2.0592 -0.8690
H -2.7169 -1.4993 0.1229
H -1.4348 -2.1328 1.1719
H 2.8826 1.2139 -0.1583
*
```

## Properties
Energy above the lowest of the compared OMol25 structures with the same formula, charge and spin   97.1 kcal/mol
Electronic energy   -701.87835 a.u.

***

C5H7N3 | ωB97M-V/def2-TZVPD

The geometry in ORCA input format:
```
! wB97M-V def2-TZVPD RIJCOSX def2/J DEFGRID3
* xyz 0 1
C -0.5028 -1.4970 -0.7195
C 0.1778 -0.3804 -0.1867
C 1.6110 -0.1474 -0.3825
C 1.7988 1.1071 0.2690
C -0.5406 0.6996 0.5981
H 0.2811 -1.4060 -1.8466
H -0.4591 -2.4263 -0.2154
H -1.7912 -1.1961 -0.8773
H 2.3162 -0.5270 -1.0965
H 2.8475 1.5976 0.2040
H 0.3862 2.4615 1.1864
H -2.2874 -0.6398 0.0280
N 0.5804 1.5308 0.8878
N -1.7644 0.8670 1.2559
N -2.6537 -0.0436 0.8953
*
```

## Properties
Energy above the lowest of the compared OMol25 structures with the same formula, charge and spin   150.2 kcal/mol
Electronic energy   -358.77897 a.u.

***

C5H7N3 | ωB97M-V/def2-TZVPD

The geometry in ORCA input format:
```
! wB97M-V def2-TZVPD RIJCOSX def2/J DEFGRID3
* xyz 0 1
C -3.0650 -0.2113 0.0927
N -1.9311 0.5319 -0.1304
N -0.8881 -0.3756 -0.1778
C 0.3722 0.0461 -0.1273
C 1.1274 1.1920 -0.1367
C 2.4426 0.8663 0.0321
C 2.4907 -0.5242 -0.0075
N 1.2381 -0.9754 -0.1469
H -3.8430 0.3347 0.8076
H -2.9030 -1.1340 0.5740
H -3.4851 -0.3920 -0.8376
H 0.8621 2.3042 -0.1339
H 3.3442 1.4528 0.1066
H 3.3674 -1.2464 0.1267
H 0.8705 -1.8690 -0.0417
*
```

## Properties
Energy above the lowest of the compared OMol25 structures with the same formula, charge and spin   84.5 kcal/mol
Electronic energy   -358.88373 a.u.
Structure (SMILES)   C/N=N/c1ccc[nH]1

***

C5H7N3 | ωB97M-V/def2-TZVPD

The geometry in ORCA input format:
```
! wB97M-V def2-TZVPD RIJCOSX def2/J DEFGRID3
* xyz 0 1
C -1.5194 -0.3204 1.1731
C 0.0028 0.0195 1.1930
C 1.1163 -0.8512 0.7602
C 1.4774 -0.8109 -0.5913
C 0.2309 1.0783 -1.5402
H -1.5198 -1.6679 1.2012
H -2.0817 0.2297 2.1312
H 0.1421 1.0066 1.5271
H 1.6372 -1.7354 1.1105
H 2.4161 -1.4822 -0.7601
H 0.3929 1.6603 -2.2867
H -1.6642 1.2662 -1.6438
N 1.1989 0.2443 -1.4765
N -0.9381 1.2753 -0.7656
N -0.8912 0.0879 -0.0321
*
```

## Properties
Energy above the lowest of the compared OMol25 structures with the same formula, charge and spin   180.6 kcal/mol
Electronic energy   -358.73063 a.u.

***

C5H7N3 | ωB97M-V/def2-TZVPD

The geometry in ORCA input format:
```
! wB97M-V def2-TZVPD RIJCOSX def2/J DEFGRID3
* xyz 0 1
C -1.2613 0.6997 1.7349
N -0.6519 1.8642 2.0175
N 0.3804 2.0300 1.1407
C 0.4114 1.0173 0.3502
N -0.5872 0.1337 0.6768
C -0.5327 -1.0917 -0.0900
C 0.2124 -0.6523 -1.3883
C 1.4731 0.1127 -0.9289
H -2.0294 0.2173 2.2086
H -1.5043 -1.3170 -0.2657
H -0.0433 -2.0327 0.4117
H -0.2412 0.0097 -2.0160
H 0.5333 -1.4843 -1.9313
H 1.7474 0.8573 -1.6141
H 2.0934 -0.3638 -0.3062
*
```

## Properties
Energy above the lowest of the compared OMol25 structures with the same formula, charge and spin   79.4 kcal/mol
Electronic energy   -358.89177 a.u.
Structure (SMILES)   c1nnc2n1CCC2

***

C5H7N3 | ωB97M-V/def2-TZVPD

The geometry in ORCA input format:
```
! wB97M-V def2-TZVPD RIJCOSX def2/J DEFGRID3
* xyz 0 1
H 3.5175 -0.7857 0.0074
N 2.5212 -0.9901 0.0038
C 1.8826 0.1204 -0.0013
N 0.4796 0.1858 0.0010
C -0.0790 1.5208 0.0031
C -0.3886 -0.9418 -0.0108
C -1.7977 -0.5616 -0.0030
C -2.9684 -0.3535 -0.0110
N 0.0336 -2.1179 0.0036
H -0.7828 -2.7369 0.0228
H 2.3034 1.1338 -0.0870
H 0.7142 2.2849 0.0297
H -0.7191 1.6413 -0.8869
H -0.7106 1.7193 0.8930
H -4.0061 -0.1185 0.0356
*
```

## Properties
Energy above the lowest of the compared OMol25 structures with the same formula, charge and spin   81.3 kcal/mol
Electronic energy   -358.88887 a.u.
Structure (SMILES)   [H]/N=C/N(C)/C(C#C)=N/[H]

***

C5H7N3 | ωB97M-V/def2-TZVPD

The geometry in ORCA input format:
```
! wB97M-V def2-TZVPD RIJCOSX def2/J DEFGRID3
* xyz 0 1
C 1.4631 -0.5890 1.7565
C -0.7333 0.5140 0.3128
C 0.2004 -0.9160 -1.2239
C 1.6456 -0.5298 -0.6041
C -1.3541 1.3127 1.3032
N 1.2179 -1.0016 2.8223
N -0.7642 -0.1988 -0.6731
N 1.5532 0.0276 0.6396
H 0.3256 -0.8481 -2.3703
H -0.1169 -1.9053 -1.0336
H 2.1404 -1.4626 -0.6863
H 2.0763 0.2623 -1.1591
H -0.7130 2.0763 1.5540
H -1.4970 0.7105 2.2151
H -2.3637 1.8202 1.0012
*
```

## Properties
Energy above the lowest of the compared OMol25 structures with the same formula, charge and spin   104.5 kcal/mol
Electronic energy   -358.85182 a.u.

***

C5H7N3 | ωB97M-V/def2-TZVPD

The geometry in ORCA input format:
```
! wB97M-V def2-TZVPD RIJCOSX def2/J DEFGRID3
* xyz 0 1
C 1.1160 0.5128 -0.8217
N 0.8912 1.7018 -0.5261
C -0.0030 1.6725 0.7563
C -0.2483 0.1182 1.1045
C -1.4294 -0.6816 0.5296
N -1.0867 -1.5393 -0.6463
C 0.2718 -1.5632 -0.6706
N 0.7637 -0.4541 0.1133
H 1.6781 0.5695 -1.8881
H 0.6331 2.2136 1.6909
H -1.0110 2.1886 0.5809
H -0.1337 0.1554 2.1960
H -2.0626 0.1059 0.0634
H -1.9745 -1.5481 1.0004
H 0.6503 -1.9958 -1.6177
*
```

## Properties
Energy above the lowest of the compared OMol25 structures with the same formula, charge and spin   111.3 kcal/mol
Electronic energy   -358.84105 a.u.
Structure (SMILES)   C1=NCC2CN=CN12

***

C5H7N3 | ωB97M-V/def2-TZVPD

The geometry in ORCA input format:
```
! wB97M-V def2-TZVPD RIJCOSX def2/J DEFGRID3
* xyz 0 1
C -0.7265 -1.0897 1.1935
C 0.3595 -0.3365 1.8734
C -1.0083 -0.2238 -0.0486
C 0.7945 0.7414 1.0873
C -0.0118 1.6420 -1.0430
N 1.1585 -1.2003 -1.8377
N 2.1705 -1.4834 -1.6297
N -0.0905 0.6766 -0.0382
H -1.6795 -1.4987 1.6803
H 0.9503 -0.7666 2.5831
H -1.8187 -0.1011 -0.7936
H -0.6653 1.4015 -1.8645
H -0.1503 2.6611 -0.6099
H 0.9963 1.6175 -1.5131
H -0.2789 -2.0400 0.9606
*
```

## Properties
Energy above the lowest of the compared OMol25 structures with the same formula, charge and spin   86.5 kcal/mol
Electronic energy   -358.88061 a.u.

***

C5H7N3 | ωB97M-V/def2-TZVPD

The geometry in ORCA input format:
```
! wB97M-V def2-TZVPD RIJCOSX def2/J DEFGRID3
* xyz 0 1
C 1.6283 1.0732 -0.8801
N 0.3788 1.4674 -1.0216
C -0.3479 0.5015 -0.4838
C 0.4460 -0.4353 0.0732
N 1.7652 -0.2058 -0.1926
C -0.3300 -1.2917 1.1936
N -1.6917 -0.9487 0.8707
C -1.6931 0.2624 0.0538
H 2.6287 1.7632 -1.1680
H 2.6329 -0.7086 0.1479
H 0.0130 -0.9453 2.2853
H -0.1806 -2.3238 1.1748
H -2.0235 -1.7430 0.4247
H -2.3257 0.0613 -0.8881
H -2.1304 1.0437 0.6876
*
```

## Properties
Energy above the lowest of the compared OMol25 structures with the same formula, charge and spin   65.6 kcal/mol
Electronic energy   -358.91376 a.u.
Structure (SMILES)   c1nc2c([nH]1)CNC2

***

C5H7N3 | ωB97M-V/def2-TZVPD

The geometry in ORCA input format:
```
! wB97M-V def2-TZVPD RIJCOSX def2/J DEFGRID3
* xyz 0 1
C -0.0443 1.7853 -2.3826
N 0.0071 0.9694 -1.2853
N -0.4260 -0.2489 -1.2435
C -0.2082 -0.6484 0.1442
C -0.1692 -1.9414 0.6540
C 0.2646 -1.8197 2.0566
C 0.2600 -0.4522 2.4018
N 0.0445 0.2259 1.1209
H 0.3936 2.8488 -2.2649
H 0.2325 1.0689 -3.3530
H -1.2120 2.1974 -2.5514
H -0.4505 -2.8446 -0.0852
H 0.2717 -2.5926 2.7486
H 0.7233 0.2200 3.1911
H 0.3131 1.2321 0.8487
*
```

## Properties
Energy above the lowest of the compared OMol25 structures with the same formula, charge and spin   102.4 kcal/mol
Electronic energy   -358.85515 a.u.
Structure (SMILES)   C/N=N/c1ccc[nH]1